Record 1
81
Properties=species:S:1:pos:R:3:forces:R:3 method="wB97M-V/def2-TZVPD" spin_multiplicity=4 charge=-1 lumo_energy_ev="2.02 / 1.99" largest_force_ev_per_a=4.32 total_energy_ha=-4937.9022 s2=3.780 homo_ev="-3.437 / -3.450"
Cr 11.83620 13.98291 10.94724 1.538 1.392 -0.996
Cl 8.29051 19.56910 9.32408 -0.518 0.467 -0.406
C 9.41896 18.50525 10.03537 1.618 -0.267 1.847
C 9.63219 17.23625 9.44717 -0.705 0.716 -0.100
C 10.55503 16.39629 10.05838 -0.389 0.974 1.229
N 10.87129 15.12204 9.65958 -0.209 -1.387 -1.267
C 10.64071 14.63418 8.40241 -0.908 2.626 0.807
O 9.96604 15.16171 7.50999 0.259 -0.193 0.182
C 11.28424 13.36002 8.14315 1.194 -1.580 1.027
C 11.13158 12.76705 6.88471 0.650 -1.177 -0.264
C 11.63522 11.45784 6.75414 0.514 0.232 0.762
C 12.29679 10.88020 7.87309 0.123 -1.219 -0.647
C 12.36923 11.50367 9.09826 -0.597 1.974 0.149
N 11.92844 12.79611 9.23054 -0.799 -1.524 -1.879
C 11.14580 16.78734 11.33141 -0.735 -0.617 -0.778
C 10.96315 18.03884 11.92272 -0.745 -0.556 -1.206
C 10.11482 18.92191 11.23928 -0.431 -1.115 -1.632
Cl 9.97995 20.53329 11.84651 -0.254 0.195 0.050
N 11.80560 15.71252 11.91690 0.691 -0.221 0.822
C 12.56008 15.82717 13.02354 -1.000 1.293 -0.385
O 12.67407 16.82421 13.75009 0.156 -0.407 0.065
C 13.34067 14.61638 13.32908 -0.100 -1.631 0.807
C 14.07284 14.62185 14.54417 0.542 -0.841 -1.616
C 15.02928 13.61899 14.67296 -0.436 0.036 -0.715
C 15.07920 12.61605 13.67504 1.407 -0.616 1.176
C 14.14805 12.54702 12.67235 -1.081 0.423 -0.652
N 13.25072 13.54879 12.47388 1.651 0.793 1.304
H 9.01197 16.91085 8.56605 1.051 0.478 1.087
H 10.69514 13.32688 6.02793 0.123 -0.491 1.117
H 11.53221 10.85238 5.83630 0.156 0.629 0.494
H 12.80013 9.88573 7.82415 -0.796 0.746 -0.242
H 12.68896 10.99562 10.02561 0.125 0.460 -0.711
H 11.41886 18.21352 12.88578 -0.073 0.357 -0.210
H 13.97423 15.46952 15.20556 -0.008 -0.013 -0.065
H 15.75307 13.65667 15.48579 -0.175 -0.231 -0.169
H 15.89895 11.85564 13.71219 -0.964 0.659 0.012
H 14.10116 11.68182 11.98047 0.056 0.781 0.461
N 10.70923 12.81642 11.78294 -2.837 -1.866 0.618
P 9.26553 12.17834 12.01164 3.399 2.624 -0.492
C 8.75988 12.62915 13.69828 -1.298 -0.535 -0.086
C 7.37693 12.54720 14.03965 1.321 -0.055 -0.227
C 6.95364 13.09631 15.21104 0.185 0.808 1.288
C 7.89412 13.71306 16.08056 -0.847 -0.201 0.088
C 9.23620 13.69348 15.80560 0.491 -0.215 -1.127
C 9.69265 13.16403 14.57621 -0.617 0.250 0.106
C 7.98851 12.80323 10.88197 0.815 0.388 1.034
C 7.25427 12.05591 10.00957 -1.142 -0.398 -0.574
C 6.37499 12.72718 9.14547 0.027 0.091 -0.780
C 6.27155 14.12367 9.12167 -0.136 -0.610 0.449
C 6.90364 14.82147 10.16036 -0.608 1.137 -0.453
C 7.82674 14.19323 10.94956 0.406 -0.274 0.388
C 9.34751 10.41622 11.85962 -0.248 -0.642 0.743
C 9.10343 9.60068 12.95450 -0.268 -1.157 -0.095
C 9.38433 8.22544 12.86755 -0.204 0.688 0.334
C 9.89660 7.68516 11.70303 -0.142 -0.203 0.257
C 10.11689 8.50781 10.61772 0.143 -0.123 -1.599
C 9.85615 9.86875 10.69295 0.112 -0.015 -0.223
H 6.67012 12.06800 13.37687 -0.011 0.064 -0.202
H 5.90010 13.10663 15.47726 0.124 -0.025 -0.033
H 7.56728 14.23703 16.98170 -0.109 -0.312 -0.234
H 9.94568 14.16291 16.46548 0.089 0.076 0.185
H 10.72708 13.25805 14.24727 -0.193 -0.116 0.093
H 7.30935 10.95804 9.99139 -0.005 0.550 0.026
H 5.76671 12.13652 8.46065 0.270 0.143 -0.063
H 5.72464 14.65430 8.32173 0.024 -0.439 0.790
H 6.62203 15.86476 10.39346 0.604 -0.449 -0.620
H 8.48797 14.76887 11.60199 -0.411 -0.101 0.087
H 8.61794 9.96836 13.85590 0.330 0.148 -0.125
H 9.17309 7.61114 13.73047 0.039 -0.177 0.014
H 10.08949 6.62168 11.61188 0.001 0.067 0.115
H 10.43091 8.04059 9.65307 -0.083 0.601 0.888
H 10.05232 10.56486 9.88208 0.037 -0.342 -0.140
Te 14.31606 15.86277 9.80446 -0.018 -0.578 -0.264
C 15.36389 14.91690 8.19722 -0.840 -0.111 0.818
C 15.33373 13.57388 7.87452 0.477 0.502 -0.136
C 16.26637 13.28759 6.80758 -0.904 -1.417 0.406
C 16.93817 14.37807 6.37914 0.341 0.481 -0.619
S 16.42908 15.83407 7.18299 -0.129 -1.332 0.304
H 14.72313 12.80915 8.40936 0.608 0.870 -0.541
H 16.32662 12.24170 6.41523 0.361 1.157 0.169
H 17.68724 14.44018 5.60252 -0.088 -0.100 -0.025

***

Record 2
10
Properties=species:S:1:pos:R:3:forces:R:3 method="wB97M-V/def2-TZVPD" spin_multiplicity=1 lumo_energy_ev=0.40 largest_force_ev_per_a=3.04 total_energy_ha=-301.3298 de_lowest_kj_mol=413.2 homo_ev=-8.475
C -0.48362 1.09904 0.75594 0.367 -2.838 -1.042
C -0.23007 -0.22953 0.23140 0.085 -0.076 0.476
C -1.68017 1.30783 1.26964 0.824 1.916 -0.288
N 1.12479 -1.62965 -1.11658 -0.275 1.128 -0.385
N 0.85355 -0.35404 -0.48955 -0.771 -1.379 0.266
O -2.61291 1.79341 1.71242 -1.058 -0.589 0.544
H 0.08160 1.83002 0.26026 0.343 1.963 0.119
H 0.21074 -1.81544 -1.48248 -0.397 -0.544 -0.750
H 1.16408 -2.26438 -0.35758 0.399 -0.862 0.964
H 1.57201 0.26274 -0.78348 0.482 1.281 0.095

***

Record 3
14
Properties=species:S:1:pos:R:3:forces:R:3 method="wB97M-V/def2-TZVPD" spin_multiplicity=1 lumo_energy_ev=0.92 largest_force_ev_per_a=2.42 total_energy_ha=-266.6412 de_lowest_kj_mol=212.2 homo_ev=-9.098
C 1.23772 0.36746 -0.81086 -0.246 -0.425 -0.429
C -0.00953 -0.15439 -0.53528 0.112 -0.046 -0.327
C -0.19656 -1.51109 0.06979 0.060 -0.029 -0.027
N -1.12680 0.57283 -0.70377 -0.013 -0.001 -0.094
C 0.17628 1.29358 1.73313 -0.179 0.027 -0.102
N -0.77691 1.19934 2.40816 1.760 0.179 -1.117
H 1.04080 1.11000 0.65273 -1.611 0.014 1.807
H 1.30401 1.14809 -1.56600 0.035 0.219 0.388
H 2.08367 -0.30971 -0.76536 -0.065 0.087 0.075
H -0.53788 -2.17682 -0.73036 0.008 -0.027 0.158
H -0.93845 -1.51091 0.87649 0.116 0.108 -0.161
H 0.74740 -1.89593 0.45934 -0.120 0.066 -0.084
H -1.97323 0.30144 -0.22519 0.193 0.007 0.010
H -1.03050 1.56611 -0.86282 -0.050 -0.180 -0.098

***

Record 4
14
Properties=species:S:1:pos:R:3:forces:R:3 method="wB97M-V/def2-TZVPD" spin_multiplicity=1 lumo_energy_ev=1.02 largest_force_ev_per_a=4.36 total_energy_ha=-233.1810 de_lowest_kj_mol=540.8 homo_ev=-7.819
C -1.82423 -0.52455 -0.58130 0.609 -2.345 -1.602
C -2.29384 -0.15907 0.55509 1.231 1.172 0.152
C 0.14627 1.50105 -0.31925 0.438 -2.243 0.295
C 0.59709 0.16972 0.40980 -1.711 -0.845 1.268
C -0.64303 0.28768 -0.38958 -1.722 -1.204 1.288
C 1.65380 -0.83248 -0.08335 0.349 1.659 4.016
H -1.99257 -1.50263 -1.12966 -0.032 1.540 0.040
H -2.22599 0.37677 1.46708 -0.340 0.340 0.243
H -0.18452 2.35795 0.15672 -0.523 1.402 1.378
H 0.74160 1.72307 -1.14964 0.795 0.304 -1.428
H 0.26805 0.00974 1.52232 1.152 0.762 -1.937
H 1.49225 -1.22225 -0.98450 -0.661 -0.722 -4.245
H 1.61828 -1.75297 0.49407 -0.096 0.128 0.742
H 2.64682 -0.43201 0.03220 0.511 0.052 -0.210

***

Record 5
69
Properties=species:S:1:pos:R:3:forces:R:3 method="wB97M-V/def2-TZVPD" spin_multiplicity=1 charge=+1 lumo_energy_ev=-3.22 largest_force_ev_per_a=0.46 total_energy_ha=-1305.2510 de_lowest_kj_mol=0.0 homo_ev=-12.877
C 0.80024 -1.20937 -2.94058 -0.080 -0.197 -0.339
C -0.51135 -0.45400 -2.92472 0.138 0.159 -0.017
F -1.48394 -1.25252 -2.30911 0.086 -0.089 0.029
C -0.55226 0.89855 -2.20560 -0.068 -0.184 0.061
C 0.33956 1.05030 -0.95963 -0.036 -0.015 0.079
C -0.39468 1.86236 0.12800 -0.153 -0.131 -0.038
C -1.38816 0.92651 0.86602 -0.073 0.105 -0.119
C -2.84773 1.37700 0.79104 -0.036 0.015 0.090
C -3.83476 0.23512 1.08325 -0.036 0.035 0.015
O -3.31222 -0.69067 2.02699 0.016 0.046 0.072
C 0.55544 2.59177 1.08938 -0.135 -0.037 0.094
C 1.90245 1.92051 1.26449 -0.005 0.207 0.220
N 2.56365 1.49235 -0.02156 0.001 -0.142 0.000
F 3.73985 2.20863 -0.18056 -0.014 -0.022 -0.015
C 1.75651 1.52010 -1.31927 -0.266 -0.002 -0.330
C 1.99832 2.77821 -2.15468 0.243 0.104 0.316
C 1.75911 4.18984 -1.60205 -0.091 0.067 -0.073
C 0.34756 4.78570 -1.71575 -0.007 -0.152 0.022
C -0.33246 4.46418 -3.03133 -0.176 0.124 0.315
O 0.24889 4.41454 -4.07065 0.129 0.033 -0.265
O -1.68162 4.30943 -2.98641 0.076 -0.351 -0.280
H 0.62013 -2.19432 -3.37136 -0.018 -0.025 0.067
H 1.24287 -1.36403 -1.95691 -0.026 0.058 0.024
H 1.50549 -0.72050 -3.61606 0.065 0.114 0.127
H -0.82654 -0.31751 -3.95993 -0.179 0.032 0.033
H -0.41626 1.70586 -2.92675 0.141 0.028 0.063
H -1.58199 0.98034 -1.85175 -0.041 0.065 -0.122
H 0.44809 0.03452 -0.55735 0.142 0.037 0.096
H -0.99242 2.62049 -0.38545 0.098 0.073 0.064
H -1.11061 0.85760 1.91927 0.045 -0.197 -0.038
H -1.31945 -0.08453 0.45713 0.030 -0.002 -0.009
H -3.02185 2.19221 1.49798 0.072 0.038 -0.032
H -3.06360 1.77502 -0.20613 -0.056 0.000 0.012
H -4.12246 -0.26644 0.15621 0.120 -0.070 -0.010
H -4.74641 0.64837 1.51414 -0.037 0.008 -0.037
H -3.04675 -1.49839 1.58041 -0.030 -0.011 -0.010
H 0.67838 3.64061 0.83001 0.115 -0.045 -0.143
H 0.11304 2.59155 2.08699 0.003 0.099 0.014
H 1.83789 1.02789 1.88582 -0.067 -0.119 -0.145
H 2.62185 2.58684 1.73638 0.043 -0.019 0.003
H 2.90160 0.53487 0.09957 0.019 0.023 0.011
H 2.20332 0.71112 -1.89676 0.079 0.013 -0.004
H 3.04518 2.73603 -2.45388 0.008 -0.026 -0.034
H 1.44719 2.63250 -3.08113 -0.029 0.008 -0.021
H 2.42768 4.83825 -2.16580 -0.019 0.003 -0.057
H 2.09729 4.26913 -0.56770 0.031 0.030 -0.010
H -0.30916 4.54623 -0.87803 0.076 -0.089 0.003
H 0.44345 5.87416 -1.70736 -0.071 0.019 0.042
H -1.95871 3.85067 -2.18485 -0.040 0.369 0.197
C -0.19542 -3.23994 -0.18862 0.004 -0.104 0.067
C -0.98073 -3.78849 0.99688 0.015 0.090 0.022
C -0.55796 -3.17955 2.33445 0.003 0.002 0.002
C 0.90012 -3.43648 2.72323 -0.005 0.018 -0.003
C 1.29592 -4.91078 2.79487 0.006 -0.005 0.025
C 0.50655 -5.70026 3.83325 0.004 -0.005 -0.025
H 0.87067 -3.46018 -0.09715 0.001 -0.002 -0.001
H -0.54309 -3.66825 -1.12835 -0.004 0.035 -0.014
H -0.32110 -2.15648 -0.25787 0.019 0.007 0.007
H -0.88308 -4.87570 1.03035 -0.005 -0.004 0.021
H -2.04698 -3.59413 0.84014 0.004 -0.029 -0.015
H -1.21637 -3.55494 3.12096 0.010 0.005 0.012
H -0.72019 -2.09460 2.30376 -0.036 0.000 -0.013
H 1.08282 -2.97307 3.69799 0.005 -0.010 0.006
H 1.56486 -2.92571 2.01705 -0.005 0.002 -0.011
H 2.36109 -4.97187 3.03099 0.001 -0.010 -0.006
H 1.17904 -5.37792 1.81279 0.006 0.014 -0.009
H 0.63156 -5.26859 4.82839 -0.016 0.006 0.000
H 0.84344 -6.73581 3.87520 0.005 0.002 0.008
H -0.56083 -5.71434 3.60772 0.000 -0.002 0.000

***

Record 6
10
Properties=species:S:1:pos:R:3:forces:R:3 method="wB97M-V/def2-TZVPD" spin_multiplicity=1 charge=+1 lumo_energy_ev=-5.68 largest_force_ev_per_a=3.26 total_energy_ha=-371.8227 de_lowest_kj_mol=476.3 homo_ev=-13.311
C 0.38222 0.07410 -0.57442 1.475 0.007 -0.771
C -0.05209 -0.77099 1.76609 -0.854 -1.365 2.830
N 1.39154 -0.07756 0.04171 -1.045 -0.206 0.075
N 2.02312 -0.62416 0.98836 2.827 0.129 -0.054
N 1.13737 -1.16899 1.98943 -1.574 1.086 -2.484
N -0.53330 0.61680 -1.25879 -2.082 1.863 -0.001
O -1.16086 -0.53511 1.60938 0.800 0.039 -0.332
H 1.67237 -1.26899 2.82368 -0.286 -0.369 1.277
H -0.67558 0.52836 -2.24806 0.025 -0.905 -0.355
H -1.13272 1.35304 -0.85194 0.713 -0.278 -0.186

***

Record 7
16
Properties=species:S:1:pos:R:3:forces:R:3 method="wB97M-V/def2-TZVPD" spin_multiplicity=1 lumo_energy_ev=0.58 largest_force_ev_per_a=3.97 total_energy_ha=-363.0109 de_lowest_kj_mol=195.9 homo_ev=-9.355
C 1.88534 -0.22603 -1.30028 0.964 1.690 1.432
C 0.46414 0.20816 -0.81526 0.799 0.851 1.710
O -0.46509 -0.15725 -1.78990 -0.496 -0.219 -0.506
C 0.01813 -0.38762 0.61610 2.569 -0.847 -2.904
N -1.32248 -0.20950 0.88204 -2.672 1.182 1.176
C -1.78950 0.29047 2.01861 2.906 1.061 1.531
O -0.93397 0.63097 2.83040 -1.623 0.277 1.342
H 2.09264 -1.24040 -1.62001 -0.679 -0.273 0.113
H 2.63707 0.02759 -0.50935 -0.730 -0.586 -0.020
H 2.30914 0.44600 -2.05856 -0.845 -0.150 -0.383
H 0.45134 1.33300 -0.62285 0.192 -1.130 -0.629
H -1.12130 0.53298 -1.87957 -0.133 0.118 -0.093
H 0.04503 -1.45381 0.45363 1.214 -0.713 0.278
H 0.67281 -0.01348 1.41564 -0.511 -0.339 -0.295
H -2.06217 -0.18890 0.27084 -1.100 -0.834 -2.851
H -2.88114 0.40781 2.10851 0.145 -0.087 0.098

***

Record 8
36
Properties=species:S:1:pos:R:3:forces:R:3 method="wB97M-V/def2-TZVPD" spin_multiplicity=1 charge=-3 lumo_energy_ev=6.32 largest_force_ev_per_a=2.48 total_energy_ha=-14328.9723 de_lowest_kj_mol=134.0 homo_ev=-5.192
Hg 19.19395 10.47990 34.99546 -0.268 0.477 0.025
As 16.46307 8.62258 37.00296 0.769 1.100 0.551
F 17.19627 9.69739 35.72936 -0.468 -0.821 0.562
F 17.03420 7.20520 36.20573 -0.366 0.152 -0.219
F 15.70374 7.68217 38.25246 -0.120 -0.033 -0.128
F 16.11890 10.10395 37.88595 -0.505 -0.801 -0.619
F 14.98065 8.64050 36.05235 0.868 0.065 0.783
F 17.99704 8.61477 37.89969 -0.661 -0.010 -0.509
As 20.83171 7.62054 34.59331 0.957 -0.149 -0.501
F 20.26258 8.98051 33.54797 1.225 -1.070 -0.119
F 19.73805 8.43348 35.71920 0.371 -0.766 0.888
F 21.17753 6.36991 35.73404 0.025 0.250 0.007
F 21.93061 6.93319 33.40569 -0.808 0.613 0.480
F 22.24070 8.58183 35.26803 -2.076 -0.955 -0.959
F 19.49290 6.63090 33.99324 1.058 0.907 0.271
As 16.53979 10.39422 32.23668 0.404 -0.085 -1.028
F 14.96066 10.16118 31.46642 0.643 0.210 0.547
F 17.35768 9.75828 30.78997 -0.528 0.276 0.834
F 18.23566 10.63089 32.93338 -1.160 -0.040 -0.694
F 15.90828 11.02683 33.72349 0.040 -0.013 -0.960
F 16.45581 8.79077 32.88108 0.233 0.369 -0.090
F 16.62537 11.98371 31.47906 -0.001 -0.613 0.734
As 22.48696 12.38089 33.71119 0.602 0.260 -1.832
F 23.46125 12.65690 35.17323 -0.991 0.139 -1.028
F 21.20278 11.53911 34.64232 0.934 0.102 0.276
F 21.56090 11.86165 32.27736 0.632 0.776 0.958
F 23.58693 13.37521 32.64386 -0.675 -1.118 1.157
F 23.46278 10.94924 33.46743 -0.427 0.554 0.261
F 21.56278 13.83807 33.90228 0.339 -0.511 0.135
As 18.26325 13.25572 36.66083 -1.076 -0.590 0.543
F 17.71612 14.77027 36.01926 0.415 -0.115 -0.095
F 18.02202 12.41807 35.07786 0.344 0.772 0.326
F 18.78878 11.61276 37.26493 -0.210 1.483 -0.472
F 18.42527 13.96979 38.27109 0.155 -0.648 -1.015
F 16.55919 12.87437 36.93670 1.349 0.098 0.315
F 19.90935 13.61184 36.18605 -1.019 -0.263 0.614